C28H77Cu4N7O15S2 | the ωB97M-V functional and the def2-TZVPD basis

Output
* E_tot: -9983.220875 Ha
* lowest unoccupied orbital energy: -0.005 eV
* gap between HOMO and LUMO: 7.754 eV
* energy above the lowest of the compared OMol25 structures with the same formula, charge and spin: 0.0 kJ/mol
* total charge: 0

Structure (XYZ):
```
133
Properties=species:S:1:pos:R:3:forces:R:3
H 1.7721 -1.5274 7.5987 0.2 0.1 0.0
C -3.5563 1.1600 -2.0759 0.4 0.1 0.0
C -2.9036 -4.9207 0.0185 -0.5 -1.1 0.1
H -2.2803 0.5314 6.2987 0.4 -0.1 -0.1
C 2.9587 1.5285 2.9158 0.6 -0.4 0.3
H -0.5340 5.6630 1.4714 0.2 -0.1 -0.1
H -2.0864 -4.0162 -1.7718 -0.1 -0.4 0.2
H -1.7325 5.6375 0.2199 0.1 -0.1 -0.1
H -3.6593 2.6808 2.7710 0.1 0.1 0.0
H -0.1523 -4.0892 -6.9007 -0.2 -0.3 0.5
N -0.7381 3.3247 -5.1053 0.1 -0.9 -0.5
H -2.8513 -3.7743 -7.8454 -0.3 0.0 0.0
H -1.8880 4.2482 -3.6465 -0.5 -0.2 0.1
H 2.6639 1.6609 3.9557 -0.4 0.0 0.0
H 5.1388 -1.3430 4.2205 -0.2 0.0 0.3
H -1.5127 1.6633 -3.2873 0.2 0.6 0.1
C -2.6998 -4.4812 -7.0182 -0.6 -0.6 -1.3
H 3.4023 -1.7100 2.8409 0.1 -0.2 -0.1
N -0.6437 -3.8713 -0.2378 0.0 -0.2 -0.6
H 3.0238 -1.7228 6.2822 0.1 0.4 0.5
H -3.9082 -4.9920 -0.4132 0.1 0.3 -0.1
C -2.3539 2.1706 -3.7877 -0.7 -1.3 -0.7
C -2.6350 -2.4932 -0.5352 -0.6 -0.3 0.3
O -2.8201 -2.1894 0.8639 0.5 0.3 -0.3
H 4.0517 1.5461 2.9596 0.0 0.0 -0.3
H 0.3535 3.3954 0.5052 -0.2 0.4 0.7
H -2.6461 1.0925 -1.4561 -0.2 -0.1 0.1
H -4.8156 3.6234 1.7753 0.1 0.1 0.2
O -3.4578 2.2740 -2.9181 -0.1 0.5 0.4
S 2.7970 1.3853 -3.8261 0.4 0.5 -1.5
H 2.7146 -2.7529 4.0612 0.2 -0.1 0.1
N -0.9337 -1.5422 -4.7455 -0.1 0.1 -0.6
H -1.0542 0.2938 2.9292 0.0 -0.3 -0.1
H -0.1764 -4.6830 -0.6500 -0.2 -0.1 0.5
H -0.4386 -1.5381 6.0111 0.1 0.0 0.0
H -2.6721 1.4518 -4.5724 0.3 0.2 -0.1
C 2.3959 2.5889 1.9983 -0.6 0.5 0.5
H -4.4261 -0.9360 0.6589 0.1 0.2 0.0
C -3.3944 -0.8930 1.0323 -0.5 -0.4 -0.1
O 4.6677 -3.2364 3.4471 -0.1 0.2 0.0
N -0.8393 3.3715 -1.1216 -1.1 0.6 1.9
H 0.8391 -2.2544 -5.6622 0.1 0.1 0.3
C -0.6423 0.2343 4.8855 0.3 0.3 -0.9
Cu 3.5421 -0.5179 -1.8996 -0.8 0.9 -0.1
C -0.8006 -3.3452 -6.4023 1.0 0.5 -0.8
H 5.0422 5.0814 4.4107 0.0 0.3 0.0
H -2.7271 4.8598 -5.9537 0.3 -0.4 -0.4
H -3.4201 -0.6648 2.0953 0.1 0.0 0.0
H -0.7448 -4.2003 -3.8973 0.0 0.1 0.1
O -2.9159 3.6959 1.0879 -0.3 0.1 0.0
H -0.2087 -3.1012 -0.7686 -0.1 0.0 0.4
H 3.8204 2.4975 0.5145 -0.1 0.3 0.0
H 3.7077 -2.9739 0.3316 -0.2 0.0 -0.1
H -4.4297 1.3179 -1.4484 -0.1 -0.2 0.1
H 1.3051 2.4650 2.0300 0.1 -0.1 -0.3
C -2.0277 3.4858 -4.4362 1.4 1.2 0.4
H 1.9309 4.0475 3.4440 -0.1 0.3 -0.2
O 2.2364 -0.0275 -3.8663 0.3 -0.4 0.7
C -0.0743 -2.6717 -5.2384 -1.0 0.0 -0.4
N 1.4105 -2.9539 1.8101 0.2 0.3 -0.4
C 3.3738 -2.7614 3.1830 0.0 0.4 -0.1
C 1.9615 -1.6835 6.5345 0.8 -0.7 -0.5
H -0.0629 5.8484 -0.2401 0.3 -0.3 0.0
H -0.1564 1.2185 4.8228 0.0 0.0 0.2
C -0.7113 5.3118 0.4482 -0.6 0.3 0.3
H -3.6390 0.2211 -2.6457 -0.1 0.0 0.1
H 4.4408 -4.3278 1.1937 0.0 0.0 -0.4
C -2.0469 -3.8936 -0.6752 0.2 1.0 -0.6
C 2.5996 3.9758 2.5723 1.0 0.0 0.6
C -2.0854 0.4413 5.2189 -1.7 0.9 1.1
H 1.0541 -3.3970 0.9627 0.0 -0.2 0.3
O 3.7880 1.4604 -2.6868 -0.7 -0.8 0.6
H 2.6416 0.5400 2.5758 0.0 0.0 0.0
H 1.6714 -2.0231 1.4565 0.1 -0.2 0.2
Cu 1.7384 2.6541 -1.4418 0.3 -0.1 -0.1
H -1.6737 2.0478 1.0760 0.1 0.0 0.1
H 0.3719 -0.3452 3.1560 0.0 -0.1 0.3
H -0.3344 4.1537 -5.5140 -0.4 0.2 0.0
H -3.5986 -2.5481 -1.0758 0.0 0.3 0.5
N -0.5782 -0.3849 3.5289 0.2 0.2 -0.2
H -1.0968 -0.9209 -5.5482 0.6 0.2 0.3
O -2.0290 -3.8720 -5.9861 0.7 0.3 0.9
H 4.2892 6.1319 3.1918 -0.2 0.2 0.1
H 6.4640 -2.4277 3.8339 0.1 0.1 0.2
H -0.9211 -2.5913 -7.2079 -0.4 0.0 0.3
N 2.8079 2.4232 0.6079 -0.2 -0.8 -0.7
H 5.4853 -2.8239 5.2629 0.0 0.5 0.3
H -2.1675 -5.3361 -7.4626 0.2 0.1 0.3
H -2.5216 -5.9446 -0.0821 0.3 0.2 -0.1
H -1.3263 3.3321 2.3100 0.0 -0.3 0.0
S 0.7033 -0.3688 -0.4945 0.8 0.0 -1.0
O 0.4324 0.8265 -1.3480 -0.3 -0.6 0.4
O 1.6390 2.3007 -3.5728 0.5 0.0 1.0
H -1.8649 3.4078 -1.2171 0.4 0.1 -0.7
C 4.1245 5.2729 3.8474 1.0 -0.2 -0.1
H 2.9871 -4.6331 0.2442 -0.2 0.1 -0.2
H -2.0502 -1.6970 -1.0152 0.2 -0.3 0.1
H 3.3379 5.4801 4.5775 -0.3 -0.2 -0.2
H -1.8844 -1.9347 -4.7068 0.4 0.0 0.8
H -2.4780 1.3995 4.8560 0.2 -0.2 -0.3
C 2.7134 -3.6358 2.1430 -1.5 0.3 -0.2
H -3.6482 -4.8626 -6.6527 -0.1 0.2 0.0
H 2.6222 1.4215 0.4424 0.3 0.3 -0.3
Cu 0.3101 -0.4993 -3.2672 -0.2 -0.1 -0.6
H 0.9199 -4.3946 -4.4376 0.0 0.0 0.0
H -0.1413 -0.0615 6.9374 0.0 0.1 0.0
O -0.1488 -0.3613 0.7104 0.5 -0.2 -0.2
C 0.1776 -3.6613 -4.1200 0.2 0.1 0.0
Cu -0.7999 -2.2935 1.9524 0.2 0.2 0.0
H -2.7976 -0.3234 4.9001 0.5 -0.3 -0.3
C 5.4637 -2.3823 4.2678 0.2 -0.8 -0.8
H -2.8413 -0.1265 0.4883 0.2 0.0 0.0
O 2.1715 -0.3722 -0.1866 0.1 0.0 0.7
H -4.2236 2.0951 1.1719 0.2 0.0 0.2
H -0.6230 2.3776 -1.1149 -0.1 -0.1 -0.2
H 0.5442 -3.1492 -3.2281 0.0 -0.1 0.0
H -3.9617 4.3725 -4.9214 0.0 -0.5 0.2
H 1.6445 -2.7082 6.2654 -0.6 0.4 0.0
C -0.6568 3.7973 0.3421 0.8 -0.4 -2.1
H -3.3794 3.1573 -6.0831 0.1 0.2 -0.3
H -0.0135 2.9229 -4.5161 -0.1 0.0 0.1
H 2.3949 4.7667 1.8397 -0.1 -0.1 0.1
C -3.9314 2.9867 1.7537 -0.4 -0.2 -0.6
O 0.4919 -1.5855 -1.3242 -0.5 0.3 0.0
O 3.9514 4.1067 3.0767 -1.3 -0.2 -0.3
H -3.0485 -4.7689 1.0895 0.3 0.3 -0.1
O 1.4098 -0.6717 5.7371 0.0 -0.1 -0.3
C -3.0730 3.9687 -5.4231 -0.6 0.5 0.5
C 3.4843 -3.8959 0.8677 1.2 -0.2 0.9
C 0.0371 -0.5435 5.9674 -0.4 -0.8 0.1
O 3.4695 1.6977 -5.0660 -0.3 -0.2 0.2
H 2.4693 -4.5902 2.6202 0.0 0.0 -0.1
C -1.6459 3.1303 1.2697 0.4 0.1 0.4
```
Forces are in eV/Å.